Entry from the OMol25 dataset: a 15-piece molecular cluster, C15H61N23O15 overall at a distorted geometry (ωB97M-V/def2-TZVPD).

ORCA input file:
```
! RIJCOSX wB97M-V def2-TZVPD def2/J DEFGRID3
* xyz 0 1
C -0.55 1.36 2.64
C -1.44 1.73 3.78
C -1.08 1.36 5.22
O -1.17 -0.07 5.36
C -1.24 -0.59 6.58
N -1.64 3.19 3.57
H 0.43 1.83 2.57
H -1.07 1.51 1.69
H -0.42 0.28 2.56
H -2.39 1.22 3.61
H -1.81 1.88 5.83
H -0.10 1.78 5.44
H -2.15 -0.39 7.14
H -0.32 -0.18 7.01
H -1.20 -1.68 6.53
H -0.75 3.62 3.40
H -1.74 3.65 4.46
O -1.34 -2.88 -0.28
H -1.54 -2.38 -1.07
H -1.93 -2.53 0.39
O 1.68 -3.77 -0.61
H 1.19 -3.53 -1.40
H 1.07 -4.31 -0.10
O 1.63 0.94 -4.25
H 1.79 0.42 -3.46
H 1.44 0.29 -4.92
C 1.16 5.05 0.07
O 2.21 5.52 0.55
N 0.82 5.31 -1.11
N 0.36 4.23 0.64
H 0.01 4.81 -1.46
H 1.40 5.76 -1.79
H 0.44 4.17 1.65
H -0.42 3.85 0.14
C 0.40 -3.39 -3.89
O -0.08 -4.05 -3.02
N 0.19 -3.64 -5.11
N 1.12 -2.33 -3.89
H 0.47 -2.85 -5.68
H -0.54 -4.30 -5.34
H 1.19 -1.86 -3.00
H 1.81 -2.28 -4.63
C 1.10 4.77 -4.48
O 0.62 5.86 -4.31
N 0.76 3.65 -3.77
N 2.15 4.50 -5.21
H 0.04 3.73 -3.07
H 1.10 2.74 -4.06
H 2.66 5.19 -5.75
H 2.29 3.57 -5.59
C 0.77 -0.01 -0.80
O 1.47 -0.35 -1.72
N 0.57 -0.72 0.23
N -0.01 1.03 -0.79
H -0.30 -0.51 0.70
H 0.95 -1.66 0.30
H -0.27 1.53 -1.63
H -0.71 1.24 -0.09
C -2.34 3.71 -2.20
O -1.24 3.79 -1.75
N -3.37 3.62 -1.40
N -2.66 3.93 -3.45
H -4.27 3.35 -1.77
H -3.15 3.48 -0.42
H -3.63 3.73 -3.65
H -1.95 3.91 -4.16
C -2.25 -2.62 3.35
O -1.19 -2.41 2.76
N -3.12 -3.59 3.22
N -2.58 -1.97 4.40
H -3.93 -3.67 3.81
H -3.00 -4.38 2.60
H -3.29 -2.31 5.04
H -2.00 -1.19 4.69
C -2.41 -0.44 -3.18
O -2.56 -1.14 -2.19
N -1.35 -0.33 -3.91
N -3.29 0.41 -3.52
H -1.23 0.27 -4.72
H -0.60 -0.98 -3.73
H -4.18 0.36 -3.03
H -3.13 1.09 -4.24
C -3.88 -0.67 1.13
O -3.31 0.41 1.14
N -4.80 -0.95 2.06
N -3.78 -1.62 0.19
H -5.14 -1.90 1.95
H -5.19 -0.11 2.45
H -4.17 -2.54 0.34
H -3.30 -1.34 -0.65
C 1.95 -2.96 4.07
O 2.88 -3.43 4.71
N 1.32 -1.90 4.28
N 1.48 -3.51 2.96
H 0.45 -1.83 3.77
H 1.39 -1.53 5.22
H 0.63 -3.08 2.62
H 1.88 -4.28 2.45
C 4.60 -1.25 1.80
O 5.00 -1.30 2.95
N 5.08 -0.51 0.87
N 3.56 -1.86 1.35
H 4.66 -0.48 -0.04
H 5.82 0.16 1.06
H 3.32 -1.88 0.37
H 2.92 -2.05 2.11
C 4.96 -2.57 -1.84
O 4.65 -3.40 -0.95
N 6.07 -1.96 -2.02
N 4.09 -2.12 -2.67
H 6.90 -2.31 -1.56
H 6.19 -1.49 -2.90
H 3.14 -2.47 -2.65
H 4.21 -1.16 -2.94
*
```

Properties
Frontier orbital gap, eV: 7.32
Highest occupied orbital energy, eV: -8.013

Here are the Löwdin charges for atoms 1 to 8, given in e:
1. C -0.069
2. C -0.409
3. C -0.119
4. O -0.246
5. C -0.158
6. N 0.052
7. H 0.098
8. H 0.038



Entry from the OMol25 dataset: a 3-piece molecular cluster, C28H48FN4O10P2 overall at a distorted geometry (ωB97M-V/def2-TZVPD).

ORCA input file:
```
! RIJCOSX wB97M-V def2-TZVPD def2/J DEFGRID3
* xyz 1 1
C -0.26 7.22 1.58
C -0.81 5.87 1.96
C -0.92 5.57 3.43
N -1.18 4.94 1.12
C -0.19 4.39 0.32
N 0.31 5.13 -0.67
N 1.28 4.71 -1.47
C 1.71 3.51 -1.24
C 2.82 3.02 -2.12
C 4.15 3.07 -1.72
C 5.05 2.62 -2.68
C 4.58 2.17 -3.91
N 3.31 2.07 -4.33
C 2.49 2.52 -3.37
C 1.22 2.61 -0.25
F 1.71 1.40 -0.14
C 0.21 3.05 0.59
C -0.37 2.20 1.69
C 0.68 1.48 2.57
C 1.08 2.28 3.84
C 2.33 3.06 3.57
O 2.37 4.24 3.32
O 3.47 2.35 3.65
H -0.95 7.78 0.95
H 0.72 7.13 1.09
H -0.06 7.81 2.48
H -0.64 6.42 4.05
H -0.18 4.79 3.60
H -1.91 5.17 3.63
H -0.05 6.06 -0.83
H 4.43 3.45 -0.74
H 6.11 2.62 -2.48
H 5.33 1.86 -4.63
H 1.43 2.47 -3.62
H -0.93 2.87 2.34
H -1.11 1.49 1.31
H 1.59 1.19 2.05
H 0.23 0.55 2.92
H 1.35 1.53 4.60
H 0.29 2.87 4.27
H 4.18 2.96 3.42
O -4.09 -0.47 3.86
P -4.22 -1.76 3.13
O -3.52 -1.46 1.68
C -2.14 -1.13 1.65
C -1.24 -2.30 2.03
O -5.80 -1.71 2.72
C -6.75 -1.03 3.54
C -7.16 0.28 2.90
O -4.15 -3.37 3.06
C -4.95 -4.20 2.20
C -4.47 -4.22 0.76
H -1.95 -0.28 2.31
H -1.92 -0.82 0.63
H -1.40 -2.60 3.07
H -0.19 -2.03 1.90
H -1.46 -3.17 1.41
H -6.36 -0.87 4.55
H -7.62 -1.69 3.63
H -6.28 0.87 2.63
H -7.79 0.86 3.58
H -7.72 0.10 1.98
H -6.00 -3.96 2.26
H -4.85 -5.20 2.61
H -4.72 -3.30 0.25
H -4.96 -5.04 0.23
H -3.39 -4.36 0.71
O 1.81 -5.45 -2.14
P 2.45 -4.25 -2.73
O 1.20 -3.26 -3.10
C 0.39 -2.77 -2.04
C 1.15 -1.79 -1.16
O 2.84 -4.82 -4.21
C 3.14 -6.21 -4.41
C 1.99 -6.90 -5.10
O 3.59 -3.12 -2.76
C 4.11 -2.46 -3.93
C 3.18 -1.41 -4.50
H 0.00 -3.60 -1.44
H -0.47 -2.27 -2.50
H 1.98 -2.29 -0.65
H 0.50 -1.35 -0.41
H 1.58 -0.99 -1.77
H 3.38 -6.69 -3.46
H 4.04 -6.26 -5.03
H 1.05 -6.71 -4.59
H 2.15 -7.98 -5.14
H 1.88 -6.53 -6.12
H 4.41 -3.17 -4.69
H 5.02 -1.97 -3.59
H 2.34 -1.87 -5.03
H 3.72 -0.80 -5.22
H 2.78 -0.76 -3.73
*
```

Properties
Frontier orbital gap, eV: 7.59
Highest occupied orbital energy, eV: -11.811
Energy above the lowest of the compared OMol25 structures with the same formula, charge and spin, kJ/mol: 168.32

Here are the Löwdin charges for atoms 1 to 8, given in e:
1. C -0.002
2. C -0.286
3. C 0.009
4. N 0.140
5. C -0.186
6. N 0.133
7. N 0.198
8. C -0.149



Entry from the OMol25 dataset: an isolated ion of composition C4H9N3 and charge +2 at a distorted geometry (ωB97M-V/def2-TZVPD).

ORCA input file:
```
! RIJCOSX wB97M-V def2-TZVPD def2/J DEFGRID3
* xyz 2 1
C 0.32 0.56 -2.66
N 0.19 0.37 -1.41
C 0.36 1.21 -0.24
N -0.02 0.08 0.59
C -0.14 -0.07 1.89
N -0.48 -1.16 2.51
C -0.18 -0.77 -0.59
H 0.14 -0.25 -3.37
H 0.62 1.52 -3.05
H -0.34 2.06 -0.20
H 1.38 1.58 -0.09
H 0.07 0.81 2.49
H -0.55 -1.18 3.52
H -0.70 -2.03 2.04
H 0.52 -1.61 -0.66
H -1.20 -1.13 -0.77
*
```

Properties
Frontier orbital gap, eV: 10.38
Highest occupied orbital energy, eV: -19.612
SMILES: C=[N+]1CN(C=[NH2+])C1
Energy above the lowest of the compared OMol25 structures with the same formula, charge and spin, kJ/mol: 31.09

Here are the Löwdin charges for atoms 1 to 8, given in e:
1. C 0.281
2. N -0.031
3. C 0.009
4. N -0.002
5. C -0.057
6. N 0.251
7. C 0.011
8. H 0.156



Entry from the OMol25 dataset: a 3-piece molecular cluster, C3H12O3S overall at a distorted geometry (ωB97M-V/def2-TZVPD).

ORCA input file:
```
! RIJCOSX wB97M-V def2-TZVPD def2/J DEFGRID3
* xyz 1 2
C -1.41 -0.32 -0.45
O -1.55 -0.92 0.82
C -0.10 -0.93 -1.08
C 0.71 0.22 -1.68
S 2.51 -0.16 -1.70
H -2.33 -0.52 -0.99
H -1.33 0.78 -0.35
H -0.70 -0.95 1.27
H 0.51 -1.53 -0.39
H -0.32 -1.67 -1.85
H 0.65 1.07 -1.00
H 0.39 0.59 -2.66
H 2.80 0.04 -0.36
H 2.13 0.52 2.02
H 2.23 -0.93 1.74
O 1.71 -0.15 1.47
H -1.47 1.61 1.13
H -2.47 1.23 2.18
O -1.95 2.00 1.87
*
```

Properties
Frontier orbital gap (spin up / spin down), eV: 10.19 / 5.01
Highest occupied orbital energy (spin up / spin down), eV: -14.005 / -13.998
⟨S²⟩: 0.753
Energy above the lowest of the compared OMol25 structures with the same formula, charge and spin, kJ/mol: 63.32

Here are the Löwdin charges for atoms 1 to 8, given in e:
1. C -0.207
2. O -0.052
3. C -0.194
4. C -0.433
5. S 1.137
6. H 0.139
7. H 0.094
8. H 0.073



Entry from the OMol25 dataset: a 2-piece molecular cluster, C7H14ClO2S overall at a distorted geometry (ωB97M-V/def2-TZVPD).

ORCA input file:
```
! RIJCOSX wB97M-V def2-TZVPD def2/J DEFGRID3
* xyz -1 1
C 3.51 -0.11 -0.75
C -3.91 -0.51 -1.42
C 2.06 -0.34 -1.04
C 1.11 0.29 -0.05
C -0.38 0.12 -0.45
C -1.31 0.77 0.50
C -3.31 -0.76 0.00
O -2.93 3.04 0.70
O -0.38 2.98 0.58
S -1.76 2.54 -0.02
Cl -2.60 -2.27 0.60
H 4.03 0.78 -1.07
H 3.60 -0.21 0.33
H 4.06 -1.03 -1.11
H -3.83 0.54 -1.52
H -4.92 -0.81 -1.61
H -3.17 -1.04 -2.15
H 1.69 -0.01 -2.00
H 1.96 -1.36 -1.21
H 1.34 1.33 0.19
H 1.39 -0.23 0.99
H -0.56 -0.88 -0.54
H -0.47 0.62 -1.33
H -1.05 0.61 1.60
H -3.92 -0.35 0.74
*
```

Properties
Frontier orbital gap (spin up / spin down), eV: 6.69 / 6.88
Highest occupied orbital energy (spin up / spin down), eV: -3.415 / -3.595
Energy above the lowest of the compared OMol25 structures with the same formula, charge and spin, kJ/mol: 285.46

Here are the Löwdin charges for atoms 1 to 8, given in e:
1. C -0.123
2. C -0.161
3. C -0.312
4. C -0.216
5. C -0.315
6. C -0.208
7. C -0.629
8. O -0.563



Entry from the OMol25 dataset: one molecule with the formula C24H26N2O3 (ωB97M-V/def2-TZVPD).

ORCA input file:
```
! RIJCOSX wB97M-V def2-TZVPD def2/J DEFGRID3
* xyz 0 1
C 1.40 2.38 -3.76
O 2.38 1.50 -3.27
C 2.24 0.99 -2.02
C 1.22 1.33 -1.13
C 1.17 0.77 0.14
C 0.07 1.16 1.09
N -0.46 0.00 1.76
C -1.41 0.06 2.75
C -1.73 1.24 3.43
C -2.64 1.25 4.46
C -3.27 0.08 4.86
N -4.20 0.02 5.91
C -4.67 1.03 6.70
C -5.67 0.52 7.73
O -4.35 2.19 6.60
C -2.96 -1.10 4.19
C -2.05 -1.11 3.15
C 2.14 -0.13 0.53
C 3.15 -0.49 -0.34
C 3.21 0.06 -1.61
O 4.23 -0.30 -2.47
C 3.97 -1.46 -3.25
C 2.87 -1.22 -4.27
C 3.20 -0.50 -5.41
C 2.24 -0.18 -6.35
C 0.93 -0.58 -6.15
C 0.60 -1.30 -5.02
C 1.55 -1.63 -4.06
C 1.14 -2.42 -2.86
H 1.70 2.61 -4.78
H 1.34 3.30 -3.17
H 0.41 1.90 -3.78
H 0.46 2.04 -1.42
H 0.49 1.83 1.86
H -0.72 1.72 0.56
H -0.50 -0.83 1.18
H -1.26 2.17 3.14
H -2.87 2.17 4.97
H -4.56 -0.91 6.09
H -6.02 1.36 8.32
H -6.52 0.06 7.23
H -5.20 -0.21 8.38
H -3.45 -2.03 4.48
H -1.83 -2.04 2.65
H 2.10 -0.56 1.53
H 3.90 -1.20 -0.05
H 3.73 -2.30 -2.59
H 4.91 -1.66 -3.76
H 4.22 -0.18 -5.55
H 2.51 0.39 -7.23
H 0.17 -0.33 -6.88
H -0.42 -1.61 -4.87
H 1.66 -3.38 -2.83
H 1.36 -1.89 -1.94
H 0.07 -2.62 -2.89
*
```

Properties
Frontier orbital gap, eV: 8.06
Highest occupied orbital energy, eV: -7.377
SMILES: COc1cc(CNc2ccc(NC(C)=O)cc2)ccc1OCc1ccccc1C
Energy above the lowest of the compared OMol25 structures with the same formula, charge and spin, kJ/mol: 118.74

Here are the Löwdin charges for atoms 1 to 8, given in e:
1. C -0.076
2. O -0.069
3. C -0.195
4. C 0.037
5. C -0.214
6. C -0.164
7. N 0.007
8. C -0.273



Entry from the OMol25 dataset: one molecule with the formula C3H4FNS2 at a distorted geometry (ωB97M-V/def2-TZVPD).

ORCA input file:
```
! RIJCOSX wB97M-V def2-TZVPD def2/J DEFGRID3
* xyz 0 1
C 0.03 -1.73 0.45
C 0.62 -0.80 -0.13
F 1.89 -0.95 -0.45
C 0.15 0.48 -0.86
S 0.95 1.00 -2.31
N -0.96 1.19 -0.36
S -1.10 1.51 1.48
H -0.97 -1.55 0.38
H 0.44 -2.63 0.69
H -1.44 1.90 -0.82
H 0.38 1.58 1.92
*
```

Properties
Frontier orbital gap, eV: 7.97
Highest occupied orbital energy, eV: -8.812
SMILES: C=C(F)C(=S)NS
Energy above the lowest of the compared OMol25 structures with the same formula, charge and spin, kJ/mol: 245.62

Here are the Löwdin charges for atoms 1 to 8, given in e:
1. C 0.096
2. C -0.446
3. F 0.019
4. C -0.721
5. S 0.624
6. N -0.328
7. S 0.630
8. H 0.060



Entry from the OMol25 dataset: C50H60BrGeI2P2PbSe2 as an isolated structure at a distorted geometry (ωB97M-V/def2-TZVPD).

ORCA input file:
```
! RIJCOSX wB97M-V def2-TZVPD def2/J DEFGRID3
* xyz -1 1
Pb -0.62 0.84 0.08
I -2.94 3.84 1.55
C -4.73 2.59 1.43
I -5.62 1.99 -0.48
H -5.57 3.25 1.80
H -4.49 1.65 1.90
Se 1.36 -0.34 -2.54
P 0.55 1.93 -2.91
Se -0.89 3.03 -1.76
C -0.23 1.67 -4.52
C -1.64 1.78 -4.59
C -2.28 1.73 -5.81
C -1.57 1.65 -6.98
C -0.17 1.41 -6.95
C 0.49 1.46 -5.72
C 2.13 2.77 -3.03
C 2.32 3.72 -4.07
C 3.52 4.42 -4.05
C 4.53 4.14 -3.15
C 4.26 3.22 -2.14
C 3.07 2.51 -2.04
H -2.18 1.95 -3.65
H -3.42 1.65 -5.83
H -2.15 1.66 -7.94
H 0.41 1.12 -7.79
H 1.56 1.48 -5.70
H 1.50 3.96 -4.78
H 3.55 5.24 -4.76
H 5.53 4.59 -3.23
H 5.00 3.03 -1.45
H 2.86 1.86 -1.20
Br -2.95 -0.45 0.76
C -1.88 0.04 6.38
C -1.59 1.46 6.10
C -0.81 1.68 4.77
C -0.05 0.38 4.34
C -0.97 -0.83 4.08
C -2.15 -0.80 5.13
P 0.99 0.66 2.86
C 2.08 2.16 3.01
C 1.32 3.39 2.50
C 2.37 4.46 2.15
C 3.80 4.15 2.75
C 3.64 3.70 4.18
C 2.69 2.48 4.31
C 2.35 -0.64 2.80
C 1.95 -1.64 1.69
C 3.18 -2.66 1.38
C 4.01 -2.92 2.66
C 3.08 -2.73 3.87
C 2.89 -1.27 4.11
H -2.75 -0.09 7.04
H -1.02 -0.50 6.85
H -1.17 1.99 6.97
H -2.53 1.94 6.08
H -0.06 2.47 4.95
H -1.42 2.04 3.92
H 0.59 0.22 5.25
H -0.41 -1.79 4.18
H -1.27 -0.92 2.98
H -2.36 -1.87 5.34
H -3.05 -0.51 4.59
H 2.90 1.95 2.29
H 0.71 3.77 3.29
H 0.77 3.15 1.61
H 2.06 5.41 2.57
H 2.44 4.56 1.05
H 4.35 5.09 2.77
H 4.33 3.40 2.17
H 3.29 4.56 4.79
H 4.61 3.53 4.63
H 1.93 2.68 5.16
H 3.36 1.65 4.62
H 3.14 -0.17 2.27
H 1.72 -1.08 0.82
H 1.01 -2.17 1.92
H 3.67 -2.23 0.51
H 2.79 -3.60 1.07
H 4.84 -2.20 2.71
H 4.48 -3.91 2.61
H 3.54 -3.23 4.72
H 2.18 -3.32 3.65
H 3.87 -0.77 4.39
H 2.21 -1.03 5.05
C -0.24 -0.56 -1.63
Ge -1.49 -1.96 -2.18
C -3.24 -1.51 -3.00
C -3.91 -2.47 -3.78
C -5.15 -2.20 -4.40
C -5.72 -0.94 -4.31
C -5.06 0.06 -3.62
C -3.82 -0.19 -3.03
C -1.91 -3.28 -0.82
C -0.90 -3.92 -0.12
C -1.12 -4.50 1.10
C -2.42 -4.85 1.42
C -3.44 -4.29 0.70
C -3.23 -3.55 -0.40
C -0.64 -3.08 -3.55
C 0.51 -3.84 -3.26
C 1.04 -4.67 -4.23
C 0.47 -4.75 -5.48
C -0.43 -3.74 -5.88
C -1.03 -3.00 -4.89
H -3.52 -3.48 -3.86
H -5.62 -2.99 -4.99
H -6.71 -0.72 -4.69
H -5.54 1.06 -3.56
H -3.30 0.56 -2.52
H 0.09 -3.96 -0.55
H -0.33 -4.81 1.66
H -2.63 -5.63 2.13
H -4.47 -4.54 0.98
H -4.04 -3.11 -0.96
H 0.79 -3.97 -2.24
H 1.83 -5.31 -3.90
H 0.78 -5.43 -6.32
H -0.60 -3.55 -6.94
H -1.83 -2.34 -5.19
*
```

Properties
Frontier orbital gap, eV: 5.17
Highest occupied orbital energy, eV: -3.264
Energy above the lowest of the compared OMol25 structures with the same formula, charge and spin, kJ/mol: 301.06

Here are the Löwdin charges for atoms 1 to 8, given in e:
1. Pb 0.486
2. I 0.653
3. C -1.101
4. I 0.677
5. H -0.043
6. H -0.120
7. Se 0.623
8. P 0.372



Entry from the OMol25 dataset: one molecule with the formula C4H9N3S at a distorted geometry (ωB97M-V/def2-TZVPD).

ORCA input file:
```
! RIJCOSX wB97M-V def2-TZVPD def2/J DEFGRID3
* xyz 0 1
C 2.77 -0.15 0.61
N 1.38 -0.22 0.27
N 0.50 -0.52 1.28
C -0.72 -0.34 1.09
N -1.30 0.11 -0.11
C -1.17 -0.63 -1.37
C -2.07 1.20 -0.03
S -3.00 1.85 -1.18
H 2.96 0.63 1.39
H 3.34 0.02 -0.34
H 3.07 -1.08 1.00
H 1.01 0.46 -0.36
H -1.39 -0.57 1.89
H -0.24 -0.33 -1.90
H -1.20 -1.70 -1.26
H -2.03 -0.40 -1.96
H -1.91 1.67 0.98
*
```

Properties
Frontier orbital gap, eV: 9.17
Highest occupied orbital energy, eV: -8.527
SMILES: CN/N=C\N(C)C=S
Energy above the lowest of the compared OMol25 structures with the same formula, charge and spin, kJ/mol: 191.65

Here are the Löwdin charges for atoms 1 to 8, given in e:
1. C -0.101
2. N -0.129
3. N 0.056
4. C -0.214
5. N -0.213
6. C -0.060
7. C -0.732
8. S 0.634



| no. | E_tot (eV) | M (g/mol) |
| --- | --- | --- |
| 1 | -81533.6034 | 803.799 |
| 2 | -77539.2152 | 681.656 |
| 3 | -8745.4286 | 99.137 |
| 4 | -20273.5650 | 128.193 |
| 5 | -34935.6017 | 197.707 |
| 6 | -34432.8560 | 390.483 |
| 7 | -29050.4963 | 137.204 |
| 8 | -350100.0979 | 1494.420 |
| 9 | -19597.6500 | 131.204 |